# C2H4OS

An isolated molecule of C2H4OS at a distorted geometry (wB97M-V/def2-TZVPD, the Open Molecules 2025 dataset).

Element x y z (Å)
C: -2.04 -0.36 0.06
C: 0.34 0.59 0.00
O: -1.11 0.61 0.01
S: -3.63 0.03 -0.02
H: -1.57 -1.32 0.09
H: 0.79 0.69 -0.97
H: 0.66 -0.41 0.21
H: 0.74 1.51 0.52

HOMO level (alpha / beta) = -8.892 / -8.892 eV
SMILES = COC=S
Frontier orbital gap (alpha / beta) = 0.3415 / 0.3415 Ha

Here are the Mulliken charges for atoms 1 to 6, given in e: number 1, C, carries 0.051; number 2, C, carries -0.560; number 3, O, carries -0.241; number 4, S, carries -0.267; number 5, H, carries 0.237; number 6, H, carries 0.273